{"formula": "C15H38N2O4", "method": "the ωB97M-V functional and the def2-TZVPD basis", "elements": ["O", "O", "O", "O", "N", "N", "C", "C", "C", "C", "C", "C", "C", "C", "C", "C", "C", "C", "C", "C", "C", "H", "H", "H", "H", "H", "H", "H", "H", "H", "H", "H", "H", "H", "H", "H", "H", "H", "H", "H", "H", "H", "H", "H", "H", "H", "H", "H", "H", "H", "H", "H", "H", "H", "H", "H", "H", "H", "H"], "positions_angstrom": [[0.633, 0.064, 1.720], [2.578, 0.319, -7.314], [-4.337, 0.464, -3.082], [2.055, 2.399, -2.953], [1.287, -0.815, 2.541], [-4.473, 1.326, -0.111], [2.746, 3.626, -2.723], [1.079, -2.232, 2.144], [-0.210, -0.196, 4.485], [-3.950, 1.733, -2.562], [2.907, -1.033, -7.382], [-0.333, -2.653, 2.043], [1.189, -0.364, 3.943], [1.522, -2.865, 4.566], [2.098, 0.885, 4.088], [1.960, -1.424, 4.843], [1.799, -3.217, 3.124], [-4.747, 2.175, -1.296], [-4.363, 3.542, -0.866], [1.744, -2.432, 0.735], [-3.295, -0.235, -3.756], [2.125, -3.555, 5.155], [1.740, 1.799, 3.615], [2.041, 2.113, -3.869], [2.272, 4.354, -3.381], [-0.928, -2.475, 2.939], [2.230, 1.130, 5.142], [-2.877, 1.854, -2.417], [-0.170, 0.464, 5.351], [3.150, 0.870, -7.854], [-4.237, 2.403, -3.373], [-4.629, 0.354, -0.337], [0.492, -2.995, 4.899], [1.989, -3.492, 0.661], [2.255, -1.647, -6.760], [-0.409, -3.693, 1.726], [1.707, -1.267, 5.892], [-3.300, 3.753, -0.754], [3.912, -1.065, -6.962], [3.031, -1.247, 4.743], [3.812, 3.524, -2.925], [2.641, 4.039, -1.720], [-0.817, -2.025, 1.295], [-3.479, 1.404, 0.051], [2.629, -1.807, 0.617], [-4.878, 3.880, 0.034], [-2.585, 0.436, -4.239], [-5.819, 2.152, -1.488], [-0.746, -1.091, 4.800], [2.932, -1.453, -8.387], [-4.658, 4.209, -1.676], [3.124, 0.685, 3.777], [2.879, -3.082, 3.078], [-3.687, -0.935, -4.494], [-2.787, -0.716, -2.920], [1.125, -2.242, -0.142], [1.589, -4.269, 2.931], [-0.855, 0.242, 3.723], [1.299, 0.323, 1.079]], "e_above_lowest_kcal_mol": 62.9, "lumo_energy_ev": 0.41, "e_homo_ev": -8.139, "charge": 0}

---

{"formula": "C25H36ClI2NO4P", "method": "the ωB97M-V functional and the def2-TZVPD basis", "elements": ["I", "I", "Cl", "P", "O", "O", "O", "O", "N", "C", "C", "C", "C", "C", "C", "C", "C", "C", "C", "C", "C", "C", "C", "C", "C", "C", "C", "C", "C", "C", "C", "C", "C", "C", "H", "H", "H", "H", "H", "H", "H", "H", "H", "H", "H", "H", "H", "H", "H", "H", "H", "H", "H", "H", "H", "H", "H", "H", "H", "H", "H", "H", "H", "H", "H", "H", "H", "H", "H", "H"], "positions_angstrom": [[1.738, -3.986, -4.301], [-1.822, -2.211, -2.885], [1.575, 2.577, 2.186], [1.578, -2.876, 2.887], [-1.153, 2.380, -6.483], [-2.859, 0.975, -5.969], [1.770, -3.748, -0.538], [0.209, -3.367, 3.191], [1.565, -0.112, 2.286], [0.952, -1.582, 0.458], [-3.110, 2.765, 0.366], [2.420, -1.097, -3.933], [-0.223, 0.759, -3.956], [-1.455, 0.781, 4.178], [0.230, 0.648, -2.496], [0.454, -0.565, -1.816], [-0.064, 1.003, 4.872], [1.369, 0.972, 1.554], [0.981, 0.846, 0.184], [0.792, 2.039, -0.561], [0.397, 1.914, -1.864], [0.862, -0.254, 4.707], [0.319, -1.861, -2.587], [-3.296, 1.686, 2.674], [-3.226, 1.429, 1.144], [2.017, 0.025, 3.698], [-1.299, 1.884, -4.180], [0.691, -3.042, 0.091], [0.792, -0.431, -0.421], [-1.860, 1.948, 3.247], [1.104, -1.919, -3.965], [-1.767, 1.752, -5.652], [3.051, -3.149, -0.418], [1.345, -1.385, 1.764], [-0.251, 1.182, 5.942], [0.673, -2.782, -2.128], [-4.145, 0.929, 0.796], [2.314, -3.876, 2.213], [2.881, -0.640, 3.852], [-3.928, 2.573, 2.843], [-2.359, 0.794, 0.884], [0.656, 1.072, -4.548], [0.926, 3.046, -0.174], [-1.464, -0.141, 3.567], [2.268, -0.016, -4.038], [0.209, -1.071, 4.361], [2.404, 1.024, 3.921], [-2.196, 3.304, 0.665], [3.128, -1.485, -4.679], [-3.989, 3.411, 0.505], [-1.845, 2.917, 3.777], [0.423, 1.908, 4.485], [-1.157, 1.995, 2.396], [-0.885, 2.892, -4.103], [0.362, -3.656, 0.948], [-2.149, 1.683, -3.510], [0.462, -1.700, -4.822], [-3.518, 1.604, -6.304], [-3.743, 0.815, 3.183], [3.769, -3.894, -0.802], [2.902, -1.269, -2.954], [2.194, -2.551, 4.108], [1.333, -0.489, 5.676], [-2.214, 0.659, 4.966], [0.245, 2.838, -2.423], [3.363, -2.945, 0.618], [-0.673, -0.153, -4.356], [-0.215, -3.038, -0.541], [3.177, -2.265, -1.073], [-3.040, 2.529, -0.712]], "lumo_energy_ev": -4.45, "e_homo_ev": -11.694, "charge": 1}

---

{"formula": "C6H5N", "method": "the ωB97M-V functional and the def2-TZVPD basis", "elements": ["N", "C", "C", "C", "C", "C", "C", "H", "H", "H", "H", "H"], "positions_angstrom": [[0.174, 1.728, 0.000], [0.900, -0.660, 0.327], [-0.541, 0.958, -1.023], [-1.694, -1.042, 0.090], [-1.500, -0.031, -0.545], [1.409, -1.382, 1.145], [0.783, 0.508, -0.530], [-2.060, -1.829, 0.720], [-0.715, 1.442, -1.982], [-0.212, 1.600, 0.936], [1.746, 0.633, -1.005], [1.839, -1.934, 1.945]], "e_above_lowest_kcal_mol": 103.1, "lumo_energy_ev": 1.03, "e_homo_ev": -9.558, "charge": 0}

---

{"formula": "C32H45BBr2N9O2ReS3Se", "method": "the ωB97M-V functional and the def2-TZVPD basis", "elements": ["Re", "Br", "Br", "Se", "S", "S", "S", "O", "O", "N", "N", "N", "N", "N", "N", "N", "N", "N", "C", "C", "C", "C", "C", "C", "C", "C", "C", "C", "C", "C", "C", "C", "C", "C", "C", "C", "C", "C", "C", "C", "C", "C", "C", "C", "C", "C", "C", "C", "C", "C", "B", "H", "H", "H", "H", "H", "H", "H", "H", "H", "H", "H", "H", "H", "H", "H", "H", "H", "H", "H", "H", "H", "H", "H", "H", "H", "H", "H", "H", "H", "H", "H", "H", "H", "H", "H", "H", "H", "H", "H", "H", "H", "H", "H", "H", "H"], "positions_angstrom": [[-0.680, 0.387, 1.222], [-3.128, 1.352, 4.212], [-2.967, -0.586, 1.657], [-0.008, -2.040, -0.368], [0.219, -1.451, -2.567], [1.583, 1.166, 0.801], [-1.729, 2.286, 0.243], [-0.164, -3.019, 2.007], [0.153, 1.187, 3.613], [3.459, 0.203, -0.963], [-1.648, -6.362, -1.265], [0.075, -0.881, 2.785], [1.741, 1.143, -1.958], [0.090, 4.403, 0.420], [-0.825, 1.071, -2.559], [0.429, -2.752, 4.158], [-2.306, -0.424, -3.201], [0.318, 3.109, -1.341], [4.888, 0.625, 1.056], [0.107, -2.223, 2.921], [3.712, -1.590, 0.713], [-2.303, -5.541, -0.453], [-0.002, -4.658, -1.586], [-0.703, -3.810, -0.742], [-1.987, 1.728, -2.869], [-0.225, 5.093, 1.719], [-0.520, -5.925, -1.815], [-1.025, -0.243, -2.783], [-2.249, -2.819, -4.066], [-4.003, -1.233, -4.768], [-4.146, 0.447, 2.871], [-3.098, -1.638, -3.597], [2.650, 0.782, -2.926], [0.672, -0.593, 5.106], [2.235, 0.770, -0.756], [0.700, -1.931, 5.212], [1.263, 4.107, -1.423], [4.402, -0.406, 0.034], [-0.392, 3.300, -0.204], [0.310, -0.016, 3.839], [-2.905, 0.815, -3.237], [-3.939, -2.035, -2.384], [3.696, 0.190, -2.324], [0.382, -4.201, 4.322], [1.125, 4.900, -0.349], [-0.700, 6.505, 1.371], [5.631, -0.914, -0.718], [1.076, 5.117, 2.526], [-1.875, -4.254, -0.153], [-1.283, 4.410, 2.576], [0.469, 1.936, -2.356], [-1.626, 6.462, 0.797], [-4.676, -1.266, -2.146], [-1.473, -2.501, -4.761], [0.931, -2.429, 6.144], [-1.402, 5.000, 3.485], [0.000, -6.625, -2.461], [0.965, -4.484, 5.194], [0.883, 0.055, 5.942], [-4.816, -0.268, 3.333], [1.949, 4.163, -2.250], [-2.075, 2.797, -2.799], [1.430, 4.096, 2.680], [4.099, 0.944, 1.725], [-3.219, -5.930, -0.021], [4.595, -0.193, -2.766], [0.887, 5.563, 3.501], [5.680, 0.176, 1.656], [-3.301, -2.187, -1.512], [0.684, 2.432, -3.427], [-4.468, -2.128, -5.176], [5.382, -1.710, -1.421], [3.323, -2.281, -0.035], [-0.969, 3.409, 2.867], [-0.893, 7.058, 2.290], [2.470, 0.983, -3.967], [2.884, -1.257, 1.337], [-3.423, -0.762, -5.563], [0.919, -4.337, -2.054], [4.429, -2.124, 1.339], [-0.649, -4.536, 4.451], [-3.932, 0.956, -3.513], [-1.785, -3.348, -3.242], [-4.673, 1.168, 2.260], [-2.905, -3.517, -4.586], [6.142, -0.106, -1.244], [-2.244, 4.366, 2.076], [-4.805, -0.560, -4.468], [1.862, 5.694, 2.039], [1.688, 5.774, -0.080], [0.783, -4.679, 3.433], [-2.431, -3.622, 0.526], [-4.462, -2.970, -2.589], [0.040, 7.058, 0.792], [6.327, -1.325, 0.010], [5.295, 1.503, 0.552]], "spin_multiplicity": 4, "e_above_lowest_kcal_mol": 72.4, "lumo_energy_ev": [-2.41, -2.50], "e_homo_ev": [-9.021, -9.044], "charge": 1}

---

{"formula": "C3H9INS", "method": "the ωB97M-V functional and the def2-TZVPD basis", "elements": ["I", "S", "N", "C", "C", "C", "H", "H", "H", "H", "H", "H", "H", "H", "H"], "positions_angstrom": [[-0.776, 0.105, 3.121], [-0.433, -2.001, -0.327], [1.175, 0.185, 0.112], [-1.102, 0.839, -0.929], [-0.058, -0.214, -0.732], [1.339, -0.090, -1.302], [-0.686, 1.457, -1.637], [1.306, 1.121, 0.576], [-0.548, -0.564, 4.532], [1.578, -0.418, 0.839], [-1.614, -1.872, 0.327], [-1.330, 1.387, 0.077], [1.755, -1.038, -1.507], [-1.972, 0.277, -1.325], [1.364, 0.826, -1.826]], "spin_multiplicity": 3, "e_above_lowest_kcal_mol": 0.0, "lumo_energy_ev": [-3.18, -7.40], "e_homo_ev": [-9.061, -13.842], "charge": 1}

---

{"formula": "C3H4N2O2", "method": "the ωB97M-V functional and the def2-TZVPD basis", "elements": ["O", "O", "N", "N", "C", "C", "C", "H", "H", "H", "H"], "positions_angstrom": [[0.167, 1.201, 1.262], [-0.826, -0.891, -1.465], [-1.283, 0.351, -0.414], [0.554, -0.945, 0.454], [-0.268, 1.235, -0.116], [-0.803, -0.990, -0.112], [0.941, 0.396, 0.464], [1.966, 0.692, 0.268], [1.179, -1.540, -0.073], [-0.142, 2.164, -0.656], [-1.485, -1.674, 0.386]], "e_above_lowest_kcal_mol": 135.7, "lumo_energy_ev": -0.06, "e_homo_ev": -9.153, "charge": 0}

---

Q: Look up the charge of the fourth one.
A: +1